No. 1
Below is a cluster of 15 separate species, C2H33O15 in total in a non-equilibrium geometry, with properties calculated with ωB97M-V with the def2-TZVPD basis set.

The geometry in XYZ format:
```
50
Properties=species:S:1:pos:R:3:forces:R:3
C -27.494 -9.587 8.536 -1.13 0.05 -1.87
C -26.258 -10.272 7.918 -1.24 -2.22 1.14
O -25.296 -10.369 8.897 -0.13 -0.40 -0.06
H -28.280 -9.605 7.759 -0.09 -0.01 0.21
H -27.416 -8.505 8.776 0.44 -0.79 0.10
H -27.908 -10.172 9.378 0.51 0.35 -0.28
H -25.899 -9.973 6.949 0.26 1.56 -0.51
H -26.538 -11.334 7.546 -0.39 0.96 0.79
O -26.702 -9.630 11.609 -1.47 0.70 2.99
H -26.318 -10.165 12.326 0.08 0.40 -0.73
H -26.342 -9.912 10.809 1.52 -0.96 -2.34
O -26.294 -12.746 9.992 0.51 -0.93 -0.72
H -25.974 -11.932 9.551 -0.05 0.48 0.46
H -26.897 -12.516 10.683 -0.41 0.53 0.44
O -27.340 -6.684 10.661 1.19 1.91 -0.02
H -27.236 -7.462 11.154 0.16 -2.07 1.30
H -28.152 -6.740 10.208 -1.47 0.12 -0.88
O -25.707 -14.190 5.860 0.43 -0.52 -1.35
H -26.125 -13.382 5.545 -0.18 0.21 0.40
H -25.949 -14.359 6.755 -0.36 0.31 0.90
O -24.810 -8.645 4.496 -0.14 0.58 0.48
H -24.941 -9.217 3.765 -0.11 -1.20 -1.01
H -24.393 -7.880 4.100 0.28 0.49 0.23
O -26.301 -11.454 4.789 -0.55 -1.09 -0.84
H -25.382 -11.369 4.976 1.24 0.02 0.45
H -26.695 -10.610 4.997 -0.37 0.54 0.46
O -28.685 -5.209 8.550 -0.28 -0.22 0.09
H -28.815 -5.989 7.958 0.07 1.20 -0.18
H -29.090 -4.398 8.193 0.20 -1.07 -0.14
O -23.579 -10.196 10.878 1.40 -1.17 0.91
H -24.187 -10.220 10.150 -1.03 0.59 -1.00
H -23.038 -10.964 10.611 -0.05 0.56 0.52
O -25.535 -7.136 6.718 -0.37 0.07 -1.78
H -25.585 -7.381 7.631 0.38 0.27 1.93
H -25.330 -7.986 6.316 0.25 0.08 -0.25
O -28.298 -6.926 6.215 -2.37 0.72 0.22
H -27.373 -6.810 6.274 2.25 0.33 0.40
H -28.385 -7.847 5.989 -0.14 -0.54 -0.13
O -25.039 -7.554 9.393 -1.28 0.44 0.17
H -25.851 -7.145 9.808 1.08 -0.42 -0.50
H -25.272 -8.496 9.267 0.51 -0.06 0.35
O -23.046 -9.476 7.805 2.75 0.27 -0.64
H -23.944 -9.750 7.793 -1.25 -0.74 0.60
H -22.511 -10.294 7.877 -0.90 0.65 -0.10
O -27.607 -9.116 4.886 0.16 -0.06 0.57
H -28.023 -9.439 4.104 -0.65 -0.32 -0.95
H -26.857 -8.590 4.583 0.32 0.29 0.11
O -23.830 -12.380 7.776 0.66 -0.74 -0.27
H -24.526 -11.889 8.242 0.11 0.41 0.46
H -23.650 -13.201 8.258 -0.37 0.44 -0.14
```
Positions in Å, forces in eV/Å.

Its total energy is -33324.359 eV. Its HOMO energy is -5.7 eV. The energy relative to the best compared isomer or geometry (same formula, charge and spin) comes out at 26.3 kcal per mole. Its total charge is -1.


No. 2
Below is a structure of composition C2H36BeFO18 in a non-equilibrium geometry, with properties calculated with ωB97M-V with the def2-TZVPD basis set.

The geometry in XYZ format:
```
58
Properties=species:S:1:pos:R:3:forces:R:3
Be 4.230 -0.429 17.811 2.21 -0.20 0.64
F 5.171 -1.617 18.146 -1.10 0.56 -0.29
O 2.691 3.765 17.024 0.95 -1.69 -0.08
C 3.363 2.660 17.652 -1.79 1.84 0.18
C 4.390 2.000 16.755 1.86 -0.95 3.42
O 5.001 0.881 17.443 -1.52 -0.04 -1.19
H 2.561 1.991 18.137 1.33 0.13 -0.95
H 3.878 3.117 18.496 0.46 -0.80 0.50
H 5.296 2.620 16.664 -0.77 0.73 -0.60
H 3.965 1.786 15.825 -0.65 -0.70 -1.65
O 1.303 5.430 15.386 -1.01 1.37 -1.24
H 0.797 6.010 15.954 -0.29 0.31 -0.06
H 1.727 4.904 16.032 1.18 -1.49 1.26
O 0.972 2.156 15.720 -1.81 1.43 1.83
H 1.581 1.619 15.300 1.47 -1.93 -1.50
H 1.532 2.617 16.385 -0.42 0.62 -0.29
O 2.384 0.560 14.050 -0.19 -1.90 0.40
H 3.051 1.213 13.889 0.22 1.19 -0.56
H 1.841 0.448 13.269 0.04 0.37 -0.16
O 7.178 0.689 15.602 2.39 1.05 -2.09
H 6.338 0.694 15.998 -1.85 -0.08 1.51
H 7.446 1.630 15.418 -0.40 -1.57 0.81
O 8.070 3.294 15.451 0.24 0.48 -1.70
H 7.284 3.527 14.917 0.43 -0.08 0.36
H 8.798 3.363 14.792 -0.52 -0.08 0.73
O 3.345 -0.215 19.296 0.43 -0.34 0.58
H 2.428 0.113 19.408 0.09 0.25 -0.19
H 3.873 0.090 20.056 -0.11 -0.22 -0.75
O 0.770 4.162 18.880 -0.31 -0.60 0.18
H 1.457 3.760 18.302 -0.17 0.87 -0.36
H 1.266 4.520 19.636 -0.28 -0.14 -0.50
O 3.161 3.275 13.932 -1.52 -0.28 -1.48
H 2.823 3.374 14.819 -0.54 0.40 1.04
H 4.076 3.175 14.006 2.22 -0.02 0.32
O 7.173 4.843 17.523 0.35 0.39 1.24
H 7.411 4.562 16.663 1.14 -0.53 -1.11
H 6.240 4.942 17.379 -1.28 0.68 0.33
O 1.048 0.635 19.912 -0.89 0.37 0.56
H 0.466 1.379 19.664 0.47 -0.16 0.03
H 1.097 0.611 20.880 -0.25 0.15 -0.40
O 6.750 2.369 18.845 0.27 -0.27 1.10
H 6.898 3.226 18.457 0.23 0.75 -0.34
H 6.064 1.928 18.337 -0.14 -0.67 -0.22
O 3.009 -0.895 16.769 -1.03 0.21 3.79
H 3.097 -0.861 15.870 0.76 0.76 -4.03
H 2.814 -1.798 16.975 -0.18 -0.97 0.40
O 2.068 4.567 21.103 1.00 -0.51 0.78
H 1.518 4.580 21.897 0.27 -0.26 -0.15
H 2.635 3.760 21.114 -0.79 0.90 0.17
O 4.938 -1.058 14.762 0.27 1.03 -0.26
H 4.842 -0.316 14.137 0.32 -0.38 0.46
H 4.337 -1.695 14.411 -0.53 -0.90 -0.50
O 4.804 5.106 16.035 0.50 1.39 1.76
H 4.112 4.499 16.310 -1.57 -0.26 0.85
H 5.053 4.772 15.220 0.78 -0.64 -2.65
O 4.749 5.322 19.151 0.53 0.83 2.53
H 4.862 5.258 20.149 -0.04 0.28 -1.96
H 4.358 4.483 18.953 -0.46 -0.66 -0.51
```
Positions in Å, forces in eV/Å.

Its total energy is -42637.509 eV. Its HOMO energy is -5.5 eV. Its total charge is -1.


No. 3
Below is a cluster of 16 separate species, C2H37NO16 in total in a non-equilibrium geometry, with properties calculated with ωB97M-V with the def2-TZVPD basis set.

The geometry in XYZ format:
```
56
Properties=species:S:1:pos:R:3:forces:R:3
C -0.660 -0.107 0.074 -0.61 -0.89 -0.18
N 0.532 -0.667 -0.557 1.45 -0.17 -0.68
C 1.346 0.319 -1.338 -1.76 -0.18 -0.13
O 0.442 0.952 -2.183 1.29 3.98 0.67
H -0.481 0.892 0.352 0.46 1.40 0.57
H -0.871 -0.685 1.000 -0.25 0.28 -0.76
H -1.532 -0.050 -0.631 0.85 -0.50 0.89
H 0.193 -1.388 -1.238 0.80 0.49 0.77
H 1.710 1.247 -0.814 0.32 -1.68 0.50
H 2.103 -0.173 -1.985 -0.07 -0.09 1.00
H -0.080 0.409 -2.694 -1.60 -2.61 -2.09
H -0.006 -4.497 -0.708 -1.68 0.65 -1.28
H -1.563 -4.571 -1.137 1.64 0.66 -0.08
O -0.679 -4.184 -1.403 -0.08 -1.15 1.33
H -0.591 -3.588 -3.494 -2.36 -1.46 1.54
H 0.745 -3.020 -3.170 -1.19 -0.59 -2.09
O 0.096 -3.217 -3.976 3.78 2.10 0.58
H -0.408 -1.461 -4.007 0.59 -1.44 -0.37
H -0.757 -0.155 -4.782 -0.05 -0.42 0.59
O -0.822 -0.605 -3.916 -0.65 1.53 -0.53
H -0.092 3.605 -2.897 -1.73 -1.26 3.08
H -0.359 2.519 -1.830 1.92 -7.02 0.77
O -0.565 3.349 -1.985 -0.25 8.54 -3.99
H 0.255 -4.263 1.759 0.07 -0.08 -0.34
H -1.085 -3.913 2.109 -1.98 2.32 1.41
O -0.661 -4.577 1.654 1.62 -2.50 -1.17
H 3.913 -0.899 2.584 0.77 1.34 1.30
H 3.877 -0.048 3.937 -0.91 -0.03 0.42
O 4.417 -0.271 3.193 0.07 -1.32 -1.88
H 0.278 2.773 3.547 -0.67 -0.23 -0.89
H -0.740 2.234 2.403 1.75 -0.14 1.77
O -0.488 2.196 3.361 -0.11 -0.08 -0.07
H 2.459 4.577 -0.866 -2.31 0.42 0.49
H 0.974 4.351 -1.266 -1.49 -1.34 -1.76
O 1.492 4.795 -0.643 3.98 1.04 1.16
H -0.138 3.901 0.397 1.35 -0.05 -4.93
H 0.154 4.885 1.612 -1.66 -3.46 -1.78
O -0.321 3.993 1.260 0.47 3.50 6.60
H 1.912 -2.466 1.274 2.02 1.39 -0.79
H 1.355 -2.447 2.838 0.54 -0.76 -3.09
O 1.346 -2.856 1.889 -2.71 -1.08 4.98
H 0.594 -0.728 4.390 1.07 2.66 0.00
H 0.449 0.833 4.166 -1.51 0.92 -0.75
O 1.076 0.179 4.401 0.53 -3.88 0.77
H -3.876 1.471 0.270 -0.45 -0.24 0.24
H -3.230 0.529 -0.596 1.87 -0.83 -1.19
O -4.032 0.601 -0.139 -1.56 1.25 1.21
H -3.633 -0.566 -2.136 0.87 -0.27 -0.52
H -2.108 -0.973 -2.620 -0.83 0.46 -0.42
O -2.855 -1.141 -2.021 -0.41 -0.33 0.57
H 2.277 -1.392 0.215 -1.71 0.92 -1.12
H 3.144 -2.668 -0.161 -0.18 2.01 0.69
O 3.125 -1.780 0.346 2.19 -2.35 -0.48
H -3.137 2.969 2.546 -1.26 0.14 3.50
H -1.811 2.870 1.840 5.08 0.83 0.66
O -2.682 2.906 1.774 -5.29 -0.42 -4.72
```
Positions in Å, forces in eV/Å.

The multiplicity is 2. Its total energy is -36921.451 eV. Its expectation value of S² is 0.751. Its HOMO energy (alpha / beta) is 0.0 / -6.7 eV. Its total charge is -1.


No. 4
Below is a structure of composition C2H3AgLiO2 in a non-equilibrium geometry, with properties calculated with ωB97M-V with the def2-TZVPD basis set.

The geometry in XYZ format:
```
9
Properties=species:S:1:pos:R:3:forces:R:3
O 2.092 0.543 0.088 -3.76 2.35 1.03
C 1.616 -0.124 -0.860 2.10 -2.97 -3.78
C 0.276 -0.809 -0.699 0.43 -1.32 -0.32
O -0.677 0.096 -0.241 -1.13 0.98 0.82
Li -1.751 0.915 -1.411 0.22 -0.07 -0.01
H 0.436 -1.696 -0.052 -0.03 0.25 -0.03
H 0.042 -1.222 -1.704 -0.15 0.29 0.50
Ag -1.341 -0.218 1.841 0.30 0.05 -0.31
H 1.009 1.047 -0.174 2.02 0.45 2.09
```
Positions in Å, forces in eV/Å.

Its total energy is -10409.628 eV. Its HOMO energy (alpha / beta) is -10.7 / -10.7 eV. The energy relative to the best compared isomer or geometry (same formula, charge and spin) comes out at 110.9 kcal per mole. Its total charge is +1.